{"formula": "C26H29BrMnN2O2", "method": "ωB97M-V with the def2-TZVPD basis set", "de_lowest_ev": 2.5249, "total_energy_ev": -135860.09206, "largest_force_ev_per_a": 8.76, "multiplicity": 6, "s2": 8.772, "lumo_ev": [-0.344, -0.658], "symbols": ["Mn", "C", "C", "C", "C", "C", "C", "C", "C", "C", "C", "H", "H", "H", "H", "H", "H", "H", "H", "H", "H", "H", "H", "H", "H", "O", "C", "C", "C", "C", "C", "C", "C", "O", "N", "N", "C", "C", "Br", "C", "C", "C", "C", "C", "C", "C", "H", "H", "H", "H", "H", "H", "H", "H", "H", "H", "H", "H", "H", "H", "H"], "coordinates": [[0.892, -0.841, -0.135], [-0.074, -1.892, 3.194], [-0.980, -2.890, 2.470], [-2.456, -2.522, 2.690], [-0.564, -3.023, 1.014], [0.681, -3.560, 0.719], [1.126, -3.652, -0.584], [0.340, -3.211, -1.636], [0.856, -3.277, -3.036], [-0.917, -2.698, -1.347], [-1.356, -2.594, -0.041], [-0.383, -1.780, 4.232], [-0.138, -0.909, 2.726], [0.974, -2.199, 3.174], [-0.819, -3.888, 2.918], [-2.672, -1.514, 2.332], [-2.714, -2.542, 3.752], [-3.128, -3.213, 2.175], [1.312, -3.893, 1.525], [2.104, -4.053, -0.791], [0.682, -4.258, -3.482], [1.932, -3.085, -3.065], [0.376, -2.526, -3.669], [-1.543, -2.362, -2.156], [-2.321, -2.167, 0.162], [0.960, 1.111, 3.230], [-0.374, 1.372, 3.414], [-0.732, 2.159, 4.506], [-2.077, 2.427, 4.748], [-3.053, 1.906, 3.897], [-2.684, 1.121, 2.799], [-1.333, 0.832, 2.533], [-0.966, 0.035, 1.264], [0.038, -0.781, 1.541], [-0.529, 1.011, 0.236], [-0.019, 0.477, -0.902], [1.100, 1.031, -1.224], [1.922, 0.417, -2.277], [2.281, -1.376, -1.937], [2.332, 1.063, -3.379], [1.974, 2.429, -3.782], [2.967, 3.278, -4.285], [2.642, 4.559, -4.740], [1.319, 4.997, -4.707], [0.320, 4.155, -4.224], [0.645, 2.875, -3.771], [0.930, 0.403, 2.522], [0.041, 2.548, 5.159], [-2.362, 3.035, 5.599], [-4.103, 2.111, 4.083], [-3.452, 0.728, 2.138], [-1.903, -0.396, 0.883], [-1.364, 1.551, 0.020], [1.526, 1.914, -0.717], [2.953, 0.531, -4.095], [4.003, 2.949, -4.322], [3.421, 5.212, -5.122], [1.065, 5.993, -5.060], [-0.714, 4.488, -4.200], [-0.156, 2.226, -3.418], [2.176, 0.158, 0.449]]}